--- 1 ---
Here is 2 unconnected molecules or ions with the total composition C5H7ClO from OMol25. Energies are from the ωB97M-V functional and the def2-TZVPD basis.

HOMO energy (alpha / beta): -9.107 / -9.108 eV
LUMO (alpha / beta): -0.61 / -0.61 eV
Frontier orbital gap (alpha / beta): 8.50 / 8.50 eV

Geometry as ORCA input:
```
! wB97M-V def2-TZVPD RIJCOSX def2/J DEFGRID3
* xyz 0 1
H 0.9022 2.3314 1.3963
H 0.3997 0.7578 2.0523
H -0.8044 1.9349 1.4410
H 0.7868 0.1425 -2.5155
O 0.2984 1.1206 0.0150
C 0.1607 1.5207 1.3388
C 0.0498 -0.0601 -0.4379
C -0.1056 -0.1236 -1.9393
H 1.0652 -3.0799 1.4521
H -0.9596 0.5479 -2.1246
C 0.3121 -1.3086 0.3122
Cl -2.3118 -0.3437 0.1662
H -0.4125 -1.1691 -2.1375
C 0.6190 -2.2708 0.9809
*
```

natural (NBO) atomic charge list, values in e, 4 entries:
1. H 0.197
2. H 0.202
3. H 0.222
4. H 0.242

--- 2 ---
Here is C5H7ClO in the gas phase from OMol25. Energies are from the ωB97M-V functional and the def2-TZVPD basis.

HOMO energy: -9.585 eV
LUMO: 0.94 eV
Frontier orbital gap: 10.52 eV
SMILES string: C=CC[C@]1(Cl)CO1

Geometry as ORCA input:
```
! wB97M-V def2-TZVPD RIJCOSX def2/J DEFGRID3
* xyz 0 1
C -1.5188 0.1568 -0.4463
H -2.6013 0.0660 1.4892
C -2.3656 -0.5158 0.6503
H 1.6593 -1.7745 0.6205
H 1.2234 0.6965 -1.1679
C -0.2671 -0.8307 -1.1763
O -2.8152 -0.1275 -0.6597
H 2.6864 -0.2971 0.2632
H -2.3436 -1.6381 0.7418
H -0.4869 -1.8201 -0.8526
C 0.9771 -0.2201 -0.7177
C 1.7921 -0.7804 0.1350
Cl -1.1544 1.8609 -0.3811
H -0.4752 -0.9927 -2.2475
*
```

natural (NBO) atomic charge list, values in e, 4 entries:
1. C 0.223
2. H 0.193
3. C -0.134
4. H 0.194

Relative energies, in eV, with the most stable structure set to zero: 1 0.470; 2 0.000.